Entry one
C5H7NO | ωB97M-V with the def2-TZVPD basis set

Calculated values
Frontier orbital gap, eV: 8.14

Each line ends with the Löwdin charge.
CARTESIAN COORDINATES (ANGSTROEM)
H1 2.5018 0.5853 -0.3045  0.086
C1 -0.9595 -0.1241 -0.0508  -0.336
C2 1.5988 0.0924 -0.6782  -0.018
H2 -2.4548 -0.4291 -1.3244  0.108
H3 -0.4928 -0.6308 3.0522  0.110
C3 -1.6114 -0.5073 1.1339  -0.040
N1 -1.5096 -0.0749 -1.2758  0.161
H4 -0.9599 -0.0627 -2.1243  0.107
C4 0.4116 0.4520 0.1983  -0.331
H5 1.4189 0.4377 -1.7015  0.078
H6 1.7994 -0.9831 -0.7133  0.092
O1 0.6539 0.1074 1.5549  -0.041
C5 -0.5461 -0.3770 1.9938  -0.143
H7 0.2222 1.5265 0.1813  0.168

---

Entry two
C5H7NO | ωB97M-V with the def2-TZVPD basis set

Calculated values
Frontier orbital gap, eV: 9.91

Each line ends with the Löwdin charge.
CARTESIAN COORDINATES (ANGSTROEM)
H1 0.7967 2.1249 -2.0911  0.094
C1 -1.1827 -0.5990 0.2622  -0.085
N1 2.1855 -1.4604 0.1577  0.060
C2 1.1750 1.4000 -1.3492  -0.104
H2 0.7040 1.4226 -0.3513  0.078
H3 -2.1292 1.4713 0.4527  0.092
H4 2.5411 -0.8740 -0.5876  0.035
C3 -1.6924 -0.3755 -1.1321  -0.161
H5 -0.9996 -0.1957 -1.9640  0.062
H6 -2.6020 -0.8932 -1.4456  0.074
C4 -1.7447 0.5460 0.0526  -0.086
C5 1.5530 -1.9208 1.0299  -0.063
O1 2.0545 0.6224 -1.6446  -0.036
H7 -0.7303 -1.3098 0.9363  0.039

---

Entry three
C5H7NO | ωB97M-V with the def2-TZVPD basis set

Calculated values
Frontier orbital gap, eV: 9.62

Each line ends with the Löwdin charge.
CARTESIAN COORDINATES (ANGSTROEM)
H1 -2.1016 -0.6558 -0.9808  0.068
C1 0.3045 1.0064 1.0461  0.086
H2 -1.0007 -2.2082 0.4420  0.123
C2 -0.1292 -1.5277 0.5601  -0.211
H3 -1.5920 1.0289 -1.1822  0.081
C3 -1.6942 0.2170 -0.4566  -0.047
H4 2.7331 1.1928 -0.7049  0.097
C4 0.9324 0.6340 -0.0191  -0.277
H5 2.2738 -0.3720 -1.0419  0.101
C5 -0.3666 -0.0819 0.2366  -0.368
H6 -2.4418 0.5285 0.2842  0.079
H7 0.1640 1.6318 1.9123  0.101
O1 0.9636 -1.9789 0.8314  0.041
N1 1.9548 0.5852 -0.9274  0.127

---

Entry four
C5H7NO | ωB97M-V with the def2-TZVPD basis set

Calculated values
Frontier orbital gap, eV: 9.15

Each line ends with the Löwdin charge.
CARTESIAN COORDINATES (ANGSTROEM)
O1 0.5606 2.7071 -0.0356  0.024
H1 -0.7438 -2.6685 -0.2418  0.104
N1 0.1449 -1.2071 -1.3961  0.083
C1 -0.6754 -0.3405 -0.9236  -0.211
C2 -0.4810 -0.6375 0.5352  -0.253
H2 -0.2011 2.7664 0.5609  0.110
H3 1.2230 1.1367 -1.1246  0.124
C3 0.0552 -1.9361 -0.0841  -0.161
H4 0.9292 -2.4201 0.3472  0.101
H5 -1.2358 0.4363 -1.4398  0.129
H6 -1.3032 -0.6495 1.2663  0.134
H7 0.4833 0.9261 1.8513  0.101
C4 0.4658 0.5113 0.8448  -0.061
C5 0.7782 1.3755 -0.1602  -0.223

---

The most stable arrangement is entry three, and the next structure is 0.137 eV less stable.

---

Entry one
C5H7NO | ωB97M-V with the def2-TZVPD basis set

Calculated values
Frontier orbital gap (alpha / beta), eV: 7.42 / 7.42

Each line ends with the Löwdin charge.
CARTESIAN COORDINATES (ANGSTROEM)
H1 -2.0106 0.5658 -0.5137  0.113
C1 0.4043 -0.0103 -0.1378  -0.167
N1 1.1971 0.8763 0.4037  -0.048
H2 0.0858 -0.2529 -2.4788  0.141
C2 -0.6079 -1.0736 0.2003  -0.180
H3 2.2254 1.7553 1.9856  0.027
C3 1.2903 1.3172 1.6742  -0.064
O1 -0.0849 -1.8552 -0.9515  -0.064
C4 -0.1948 -0.4631 -1.4451  -0.183
H4 1.8467 1.3039 -0.2507  0.167
C5 -1.5958 -0.4097 -0.7834  -0.036
H5 -0.7927 -1.6089 1.1321  0.144
H6 -2.3257 -1.0983 -1.2192  0.112
H7 0.5629 0.9537 2.3842  0.038

---

Entry two
C5H7NO | ωB97M-V with the def2-TZVPD basis set

Calculated values
Frontier orbital gap, eV: 9.95

Each line ends with the Löwdin charge.
CARTESIAN COORDINATES (ANGSTROEM)
H1 -1.5336 -0.2993 1.3073  0.115
C1 0.8530 0.6963 0.1526  -0.424
H2 1.5805 0.9303 2.1025  0.069
C2 -0.9268 -1.0282 -0.6281  -0.071
H3 0.6637 -1.6972 -1.9121  0.121
H4 -2.3811 0.4575 -0.0363  0.117
H5 2.6789 0.0250 0.8779  0.074
O1 1.1056 0.1165 -1.0890  -0.026
C3 -1.4042 0.0757 0.2838  -0.195
C4 0.2397 -0.9376 -1.2641  -0.129
H6 -1.5210 -1.9292 -0.7353  0.101
H7 -0.6606 1.8210 -0.4743  0.123
N1 -0.4573 1.2083 0.3123  0.019
C5 1.7632 0.5610 1.1029  0.107

---

The most stable arrangement is entry two, and the next structure is 4.240 eV less stable.

---

Entry one
C6H15N | ωB97M-V with the def2-TZVPD basis set

Calculated values
Frontier orbital gap, eV: 10.00

Each line ends with the Löwdin charge.
CARTESIAN COORDINATES (ANGSTROEM)
C1 1.1816 1.1600 -1.3532  -0.319
H1 1.3522 1.4576 -0.3138  0.102
H2 0.7104 2.1963 -3.2231  0.068
H3 1.1872 -1.1305 -0.1266  0.070
H4 0.1622 -0.4190 3.5204  0.053
N1 0.1441 0.1578 -1.3867  -0.146
H5 -1.1046 -0.2801 0.7532  0.069
C2 -1.9145 -1.7230 2.2478  -0.111
C3 -0.0272 -0.1127 2.4955  -0.018
H6 -0.2851 2.6435 -1.8386  0.070
H7 -1.8731 -2.6066 1.6044  0.068
H8 0.4859 0.7843 2.1703  0.044
C4 -0.9817 -0.6663 1.7607  -0.262
H9 1.2637 -1.6434 -1.8173  0.075
H10 -1.6311 -2.0027 3.2643  0.069
H11 -0.3027 0.0967 -2.2923  0.100
C5 0.7315 2.3906 -2.1507  -0.104
C6 0.6196 -1.1878 -1.0553  -0.147
H12 2.1557 0.8409 -1.7507  0.107
H13 -2.9556 -1.3972 2.2927  0.073
H14 1.3222 3.2772 -1.9209  0.067
H15 -0.2407 -1.8353 -0.8801  0.070

---

Entry two
C6H15N | ωB97M-V with the def2-TZVPD basis set

Calculated values
Frontier orbital gap, eV: 10.28

Each line ends with the Löwdin charge.
CARTESIAN COORDINATES (ANGSTROEM)
H1 1.4913 2.2312 -1.2947  0.106
C1 -0.5742 0.9136 0.3239  -0.230
H2 3.7181 1.5235 -1.8477  0.065
H3 3.4010 0.0448 -0.6158  0.071
H4 1.0308 -0.5057 0.3546  0.136
H5 -0.8499 -0.8882 -0.8833  0.116
H6 3.4174 1.5668 -0.0019  0.080
H7 -0.8072 1.7317 -0.3393  0.098
H8 -0.9046 1.1900 1.3998  0.137
H9 1.3254 1.1238 1.0159  0.063
H10 -3.3371 -1.8423 0.2957  0.064
H11 1.1971 0.3593 -1.8692  0.110
N1 -1.4872 -1.2288 1.2183  -0.092
C2 -1.3479 -0.3412 -0.0620  -0.221
C3 -2.5021 -2.2562 0.9067  -0.163
H12 -1.9550 -0.7115 1.9004  0.052
C4 0.8945 0.6292 0.2308  -0.245
H13 -2.3318 -0.1276 -0.4249  0.085
H14 -2.1772 -2.9102 0.0614  0.085
C5 1.5730 1.1260 -1.1295  -0.236
H15 -2.9291 -2.7009 1.7694  0.059
C6 3.1545 1.0728 -1.0086  -0.141

---

Entry three
C6H15N | ωB97M-V with the def2-TZVPD basis set

Calculated values
Frontier orbital gap, eV: 9.51

Each line ends with the Löwdin charge.
CARTESIAN COORDINATES (ANGSTROEM)
H1 1.4265 1.4245 0.9147  0.064
H2 1.1705 -1.3346 0.4882  0.121
H3 2.7150 0.2249 0.7347  0.077
H4 -0.5281 0.4856 -2.0487  0.083
C1 0.9645 -0.5094 -0.1967  -0.430
C2 -2.4161 -0.1184 1.4694  -0.074
C3 1.4566 -1.0230 -1.5303  -0.090
H5 1.7299 -0.2492 -2.2721  0.076
H6 2.3053 1.2582 -0.5707  0.070
H7 -2.8059 -0.1933 0.4517  0.058
C4 1.8545 0.6835 0.2392  -0.064
H8 2.3793 -1.5698 -1.2870  0.083
N1 -0.5057 -0.2881 -0.0981  -0.206
H9 -0.5227 1.7781 -0.8385  0.090
H10 -0.3735 0.7507 1.7105  0.096
H11 -2.7401 -0.9250 2.1350  0.069
H12 -2.7999 0.8185 1.9036  0.072
H13 -1.9501 0.8349 -1.1529  0.083
H14 -0.4433 -0.9956 1.8014  0.109
H15 0.8195 -1.6668 -2.1399  0.080
C5 -0.8478 0.7425 -1.0303  -0.123
C6 -0.8883 -0.1280 1.3167  -0.243

---

The most stable arrangement is entry three, and the next structure is 0.273 eV less stable.

---

Entry one
C6H15N | ωB97M-V with the def2-TZVPD basis set

Calculated values
Frontier orbital gap, eV: 8.38

Each line ends with the Löwdin charge.
CARTESIAN COORDINATES (ANGSTROEM)
H1 -0.6894 -2.4437 0.2167  0.009
H2 0.0760 -0.4414 0.6581  0.045
H3 -0.1849 -2.3991 -1.8895  0.061
H4 -0.6442 -1.3665 -3.2411  0.083
H5 2.7308 1.3113 1.3146  0.058
H6 -1.6515 -1.2083 1.0721  0.026
H7 -0.0762 0.8925 -0.3227  0.082
H8 0.7863 2.0970 2.5754  0.075
H9 -0.3732 1.1644 -2.1477  0.102
H10 -1.8115 1.2893 -1.0396  0.092
H11 -0.6680 2.2814 1.5737  0.077
C1 -0.2467 -1.3628 -2.2195  -0.155
C2 0.7308 0.8213 0.8381  -0.359
C3 -0.9515 0.6926 -1.3420  -0.179
C4 -0.6550 -1.5717 0.8542  -0.045
C5 0.0619 1.5639 1.9571  -0.095
H12 -0.4860 0.8686 2.5977  0.075
H13 0.7698 -0.9447 -2.2614  0.079
N1 -1.1650 -0.6252 -1.3766  -0.114
C6 2.0462 0.8232 0.6292  0.001
H14 -0.0922 -1.7610 1.7702  0.027
H15 2.4934 0.3191 -0.2169  0.053

---

Entry two
C6H15N | ωB97M-V with the def2-TZVPD basis set

Calculated values
Frontier orbital gap, eV: 10.30

Each line ends with the Löwdin charge.
CARTESIAN COORDINATES (ANGSTROEM)
C1 3.1604 -0.5959 0.0860  -0.143
C2 0.8258 0.4651 0.4786  -0.204
H1 0.9274 -0.0140 1.5230  0.126
H2 -0.5874 2.5187 -0.6664  0.091
H3 -0.5727 0.0166 -1.1036  0.132
C3 -2.5617 -1.1702 -0.1013  -0.133
H4 -2.0591 1.5701 -1.0481  0.091
H5 3.3245 -0.4834 1.2069  0.077
H6 -2.7553 -2.3033 0.1572  0.112
H7 1.5602 -0.2924 -1.4257  0.097
H8 -1.8289 2.0714 0.7001  0.097
H9 3.7949 -1.4297 -0.3814  0.078
H10 1.0207 1.6363 0.6156  0.145
H11 3.6773 0.3329 -0.3467  0.075
H12 -1.6746 -0.1894 1.3979  0.128
H13 1.1772 -1.5651 -0.1357  0.133
C4 -1.2555 1.7190 -0.2288  -0.095
C5 1.6656 -0.5334 -0.3591  -0.280
H14 -3.3659 -0.5058 0.2480  0.066
N1 -1.3079 -0.7483 0.5518  -0.106
C6 -0.6064 0.3856 -0.0168  -0.551
H15 -2.5587 -0.8849 -1.1514  0.063

---

The most stable arrangement is entry two, and the next structure is 3.806 eV less stable.

---

Entry one
C6H15N | ωB97M-V with the def2-TZVPD basis set

Calculated values
Frontier orbital gap, eV: 9.79

Each line ends with the Löwdin charge.
CARTESIAN COORDINATES (ANGSTROEM)
H1 2.2512 -0.1112 1.5306  0.079
H2 0.5606 -1.8084 -2.0705  0.077
H3 -0.3889 1.3728 1.1666  0.130
H4 -1.1710 -1.4902 -2.4758  0.075
H5 1.3393 0.0947 -0.9571  0.119
H6 -2.4320 -0.6644 0.7539  0.072
C1 -0.4701 -1.7639 -1.6954  -0.079
C2 0.5979 1.0770 0.7733  -0.469
N1 1.3886 2.2289 0.4592  0.028
H7 -0.3246 -1.4903 0.4056  0.110
H8 -0.0260 1.0554 -1.2433  0.117
H9 1.3116 0.6871 2.8034  0.073
C3 -0.5643 -0.8854 -0.4624  -0.423
H10 -2.1880 0.6362 -0.3204  0.077
H11 0.6823 -0.7318 2.0035  0.062
C4 1.2459 0.1889 1.8308  -0.069
C5 0.3444 0.3134 -0.5409  -0.181
H12 -0.6408 -2.7973 -1.4365  0.071
H13 1.7757 2.4145 -0.4443  0.065
C6 -2.0292 -0.4520 -0.2371  -0.070
H14 -2.7283 -0.8537 -0.9652  0.065
H15 1.4657 2.9799 1.1221  0.071

---

Entry two
C6H15N | ωB97M-V with the def2-TZVPD basis set

Calculated values
Frontier orbital gap, eV: 9.55

Each line ends with the Löwdin charge.
CARTESIAN COORDINATES (ANGSTROEM)
H1 3.4637 -2.2814 0.4495  0.066
H2 -0.7477 1.7617 1.1841  0.103
H3 -2.1052 1.3292 -2.9087  0.067
H4 1.2813 -2.0931 1.6138  0.108
H5 3.4711 -0.8628 1.5389  0.066
C1 -1.2618 1.0804 0.5080  -0.199
H6 -2.3070 0.9458 0.7992  0.107
N1 0.8205 -0.2063 0.8309  -0.092
C2 3.0301 -1.3045 0.6465  -0.101
H7 -1.6103 2.6831 -0.8085  0.099
H8 1.1255 -2.0766 -0.0882  0.109
C3 -2.1103 0.8733 -1.9234  -0.119
C4 -0.6091 -0.2978 0.6398  -0.268
H9 -0.8373 -0.9540 -0.1932  0.098
H10 1.0683 0.4058 1.6038  0.119
C5 1.5167 -1.4681 0.7271  -0.317
H11 3.2213 -0.6220 -0.1829  0.070
H12 -0.2711 1.7422 -1.3597  0.105
H13 -1.0927 -0.8114 1.5070  0.116
C6 -1.2677 1.6455 -0.9205  -0.272
H14 -1.6357 -0.1092 -1.9970  0.059
H15 -3.1427 0.6203 -1.6666  0.073

---

Entry three
C6H15N | ωB97M-V with the def2-TZVPD basis set

Calculated values
Frontier orbital gap, eV: 9.21

Each line ends with the Löwdin charge.
CARTESIAN COORDINATES (ANGSTROEM)
H1 -2.6476 0.0361 -2.3685  0.072
H2 0.5130 1.2895 0.8727  0.117
H3 3.1939 -0.3149 1.8629  0.068
H4 -0.1624 -0.5791 -1.1157  0.094
H5 -2.3281 0.2547 0.6611  0.099
C1 -0.6046 0.2411 -0.5976  -0.191
C2 2.1445 -0.5438 1.8536  -0.132
C3 0.2219 0.2426 0.6965  -0.224
H6 -2.2624 -1.2166 -0.2648  0.108
C4 -2.0726 -0.1428 -0.3271  -0.267
C5 2.3036 -0.1761 -0.5644  -0.079
H7 1.9642 0.7737 -0.9876  0.078
H8 3.3543 -0.0704 -0.3206  0.073
H9 -4.0446 0.1481 -1.3160  0.066
H10 -3.0874 1.5061 -1.3168  0.072
H11 1.6965 0.1373 2.5851  0.077
H12 -0.2636 -0.1559 1.5850  0.114
C6 -2.9868 0.4227 -1.4140  -0.127
H13 -0.6249 1.1818 -1.1345  0.109
H14 2.0834 -1.5430 2.3025  0.081
N1 1.4674 -0.5212 0.6021  -0.283
H15 2.1421 -0.9698 -1.2936  0.077

---

Entry four
C6H15N | ωB97M-V with the def2-TZVPD basis set

Calculated values
Frontier orbital gap, eV: 9.37

Each line ends with the Löwdin charge.
CARTESIAN COORDINATES (ANGSTROEM)
H1 -0.4363 -1.6324 0.0719  0.142
H2 -2.4825 2.4136 -1.0123  0.086
C1 2.9162 -1.2446 0.8632  -0.182
C2 -1.0631 1.0383 -0.0915  -0.390
N1 1.7657 -1.6479 0.1974  -0.149
H3 2.9753 -1.3917 1.9989  0.108
H4 0.2413 -0.8979 1.4921  0.122
H5 3.1594 -0.1776 0.6170  0.082
H6 1.8447 -1.9240 -0.8133  0.143
C3 0.2713 0.3641 -0.2665  -0.193
C4 0.5189 -0.9859 0.4203  -0.274
H7 -2.5692 -0.6252 -0.4480  0.075
C5 -2.1928 -0.0016 0.3631  -0.066
H8 -3.0678 0.6661 0.7465  0.110
H9 -0.9116 1.7394 0.6499  0.096
H10 -1.9179 -0.6764 1.0645  0.001
H11 -0.8952 2.5682 -1.8022  0.079
H12 0.4440 0.1321 -1.2887  0.103
C6 -1.5616 1.8310 -1.3077  -0.095
H13 1.0596 0.9293 0.1230  0.088
H14 -1.9027 1.2180 -2.1473  0.070
H15 3.8042 -1.6948 0.5697  0.044

---

The most stable arrangement is entry one, and the next structure is 0.119 eV less stable.